Record 1
138
Properties=species:S:1:pos:R:3:forces:R:3:lowdin_charge:R:1 method="wB97M-V/def2-TZVPD" de_lowest_kj_mol=497.0 smiles="O=C1OC[C@@H](F)O1.O=C1OC[C@@H](F)O1.O=C1OC[C@@H](F)O1.O=C1OC[C@@H](F)O1.O=C1OC[C@@H](F)O1.O=C1OC[C@@H](F)O1.O=C1OC[C@@H](F)O1.COP(=O)(OC)OC.COP(=O)(OC)OC.COP(=O)(OC)OC.COP(=O)(OC)OC" e_tot_ha=-6140.14483 homo_ev=-10.44
C 4.3660 0.4858 -4.2665 0.1 -2.1 0.3 -0.04
C 5.2334 -0.5989 -4.9513 1.3 2.5 -0.9 -0.31
O 4.6887 -0.6443 -6.2342 2.0 -1.5 -0.8 0.16
C 3.5959 0.0478 -6.3686 -2.8 -0.6 -1.2 -0.58
O 2.8597 -0.0449 -7.3294 1.1 0.9 1.5 0.15
O 3.3433 0.6987 -5.2265 -0.9 1.0 0.4 0.07
F 5.3567 -1.8487 -4.4836 -0.6 0.1 0.6 0.11
H 4.9313 1.3945 -4.0593 -0.2 -0.2 -0.1 0.12
H 4.0123 -0.0172 -3.3665 -0.6 0.7 0.3 0.12
H 6.2090 -0.1202 -5.0355 0.5 -0.8 0.0 0.16
C -2.3585 5.7846 -3.2282 0.9 1.0 1.0 -0.02
C -2.6515 4.5048 -2.3992 2.1 2.2 -1.5 -0.38
O -3.8274 4.1739 -2.9612 -1.8 -2.5 -0.5 0.14
C -3.8780 4.6179 -4.2290 -4.8 -1.6 -1.9 -0.62
O -4.7150 4.2967 -5.0393 0.9 -0.5 1.1 0.16
O -3.0708 5.5729 -4.4331 2.8 1.9 -0.2 0.13
F -2.8611 4.6932 -1.1040 0.3 0.3 1.2 0.11
H -1.3006 5.9147 -3.4561 -0.1 0.1 0.1 0.14
H -2.7888 6.6688 -2.7579 0.2 0.1 0.2 0.15
H -1.7894 3.8734 -2.6139 -0.3 -1.1 0.6 0.15
C 0.6752 -5.3612 -0.5127 -1.6 2.8 1.1 -0.07
C 0.1801 -5.0230 -1.8759 -1.4 -2.8 0.1 -0.33
O 1.3060 -5.3708 -2.6790 0.7 2.2 1.4 0.11
C 2.3796 -4.8155 -1.7998 3.4 1.3 -5.0 -0.48
O 3.4754 -4.3342 -2.1016 -3.3 -2.0 -0.2 0.14
O 1.9111 -4.7832 -0.6534 2.2 -0.6 4.9 0.11
F -0.2647 -3.7281 -2.0066 0.5 -0.8 -0.3 0.07
H 0.5480 -6.3906 -0.1777 0.8 -0.1 -0.4 0.16
H 0.2715 -4.6672 0.2244 -0.9 -0.5 0.2 0.14
H -0.6236 -5.7577 -1.9238 -0.5 0.5 -1.8 0.17
C -3.7665 -2.6981 -0.1519 1.4 2.9 -0.6 -0.02
C -3.9205 -3.3382 1.1474 0.0 -1.6 0.6 -0.36
O -5.2734 -3.2845 1.4051 -1.1 0.6 -0.5 0.14
C -5.8172 -2.2974 0.5317 -3.2 1.3 4.2 -0.56
O -6.7857 -1.6079 0.7810 0.7 -2.0 0.0 0.14
O -5.0480 -2.0432 -0.4237 3.6 -1.0 -3.2 0.13
F -3.2217 -2.6817 2.1473 -0.3 -0.2 -0.4 0.05
H -3.2305 -3.2391 -0.9318 -1.1 0.0 -0.4 0.14
H -3.1127 -1.8732 0.1312 0.3 0.3 -0.7 0.14
H -3.5219 -4.3477 1.0467 -0.3 -0.3 0.9 0.16
C 3.2929 3.7077 -1.3185 0.5 -1.4 -2.2 -0.02
C 3.6968 4.0599 -2.8079 -0.4 0.7 1.6 -0.23
O 2.5743 3.5572 -3.6005 2.7 1.0 0.1 0.15
C 1.5474 3.3967 -2.8241 -4.9 -3.3 0.2 -0.48
O 0.4268 2.9862 -3.2799 4.4 2.3 2.5 0.07
O 1.8699 3.4917 -1.4712 -0.4 0.6 -1.1 0.02
F 4.8861 3.4947 -3.1113 -0.5 -0.4 -0.4 0.07
H 3.6980 4.2907 -0.4914 -1.1 1.1 -0.3 0.14
H 3.7779 2.7568 -1.0977 -0.2 -0.6 -0.3 0.10
H 3.8097 5.1260 -3.0045 -0.2 0.0 -0.2 0.17
C 1.2853 0.2252 -0.3145 0.2 1.8 -0.6 -0.02
C 1.6676 -0.9578 -1.1438 -1.2 2.2 -2.0 -0.41
O 1.2867 -2.0171 -0.4431 -0.7 -2.1 0.8 0.15
C 0.3938 -1.6094 0.4888 2.6 -2.9 1.0 -0.58
O 0.1022 -2.3996 1.3185 -2.1 -0.4 1.0 0.18
O 0.2559 -0.3393 0.4595 -1.6 2.7 1.0 0.14
F 2.9583 -1.0129 -1.3526 2.1 -0.1 -0.9 0.11
H 0.9200 1.0719 -0.8956 -0.4 -0.3 -0.1 0.13
H 2.0928 0.6726 0.2649 0.2 -0.6 0.6 0.14
H 1.0652 -0.9105 -2.0509 0.6 -0.1 -0.7 0.16
C -0.0946 4.6094 2.2570 -3.2 -1.1 0.6 -0.06
C -0.4899 3.2435 1.6400 -3.3 2.6 0.9 -0.34
O 0.2249 2.3553 2.3947 0.6 -1.0 -0.4 0.15
C 1.2942 3.0341 2.8225 4.4 -2.5 3.6 -0.48
O 2.1869 2.5214 3.5621 -3.6 2.3 -3.4 0.10
O 1.2332 4.2881 2.3864 3.3 0.8 0.8 0.08
F -0.0701 3.4601 0.3999 1.3 -1.3 -2.7 0.07
H -0.4741 4.7366 3.2709 -0.5 0.3 -0.1 0.15
H -0.3944 5.4176 1.5900 0.8 0.0 0.1 0.15
H -1.5336 2.9503 1.5272 0.0 -0.1 0.8 0.17
C 0.2672 -1.4462 -4.7428 -0.9 -1.8 -1.5 -0.09
O -0.4391 -0.7574 -3.8051 -2.7 4.1 3.8 -0.27
P -2.0261 -0.7090 -3.6017 -3.0 -3.2 0.9 0.54
O -2.7070 -2.0879 -3.3312 2.3 4.2 -1.1 -0.30
O -2.3382 0.3034 -2.3384 1.0 -0.8 -0.7 -0.23
C -3.6503 0.7795 -1.9967 -1.1 1.5 -0.8 -0.09
O -2.6071 0.0452 -4.9057 0.2 -0.4 -0.3 -0.22
C -2.0471 1.3644 -5.1902 0.4 0.0 1.2 -0.05
H 0.2810 -2.3885 -4.1951 1.3 -0.8 -1.3 0.10
H 1.1798 -0.9458 -5.0664 0.1 -0.1 0.6 0.09
H -0.4005 -1.4695 -5.6040 0.4 -0.7 -0.6 0.10
H -4.5252 0.1522 -2.1678 0.6 -0.8 0.0 0.10
H -3.8906 1.6925 -2.5415 0.3 -0.1 -0.9 0.07
H -3.7669 1.2533 -1.0220 1.0 -1.0 0.7 0.08
H -0.9766 1.2456 -5.3574 0.1 0.3 0.5 0.09
H -2.3468 1.8947 -4.2863 0.9 0.6 -0.1 0.06
H -2.3786 1.9862 -6.0218 -1.0 -1.1 -0.4 0.10
C 7.2475 2.0006 0.9064 0.1 -1.1 -1.3 -0.07
O 6.5872 0.8020 1.3705 -0.4 -1.1 -0.6 -0.24
P 5.5107 0.0167 0.4475 0.1 -0.8 -0.3 0.48
O 5.0195 0.7743 -0.7508 0.3 -0.4 1.7 -0.26
O 6.2205 -1.3638 0.0495 1.0 2.7 1.3 -0.23
C 5.5992 -2.4162 -0.6532 -0.5 -0.1 0.5 -0.09
O 4.4104 -0.4811 1.5445 1.2 -1.1 -2.4 -0.24
C 4.2885 0.1339 2.8032 0.4 2.6 -0.9 -0.10
H 6.4125 2.6018 0.5466 0.7 1.1 0.6 0.08
H 7.8919 1.8162 0.0469 -0.4 -0.5 -0.6 0.08
H 8.0473 2.2711 1.5958 -1.1 0.6 0.8 0.10
H 5.8368 -2.3215 -1.7128 -0.3 -0.2 0.0 0.09
H 4.5412 -2.3154 -0.4111 0.0 -0.8 -0.6 0.06
H 6.0386 -3.3017 -0.1940 -0.3 -0.2 -0.5 0.10
H 3.2916 -0.0645 3.1968 0.5 -0.3 0.4 0.10
H 4.3463 1.1712 2.4733 -0.7 0.7 1.1 0.07
H 5.2116 0.0714 3.3794 -0.5 -0.9 0.6 0.09
C -5.2127 0.7740 1.6914 -0.6 -0.5 -1.4 -0.11
O -4.5271 1.9076 2.2092 1.1 0.1 0.3 -0.22
P -4.0641 2.0362 3.7389 0.6 0.1 -0.8 0.46
O -3.2201 3.2560 4.0091 -2.0 -1.8 -0.3 -0.27
O -5.5332 1.7822 4.4120 2.4 1.0 -0.2 -0.23
C -6.1027 2.5233 5.5292 0.4 -0.9 -0.2 -0.06
O -3.2433 0.6786 3.9688 -1.4 -0.9 0.8 -0.23
C -2.0522 0.2172 3.3113 0.9 1.0 -0.1 -0.07
H -5.4278 -0.0781 2.3363 -0.4 0.8 0.8 0.09
H -4.7261 0.2398 0.8754 1.3 0.5 -0.1 0.06
H -6.0468 1.1783 1.1179 -0.6 -0.2 0.8 0.10
H -6.3386 1.6738 6.1701 -0.6 0.7 0.5 0.09
H -6.9474 3.0995 5.1519 -0.1 -0.3 0.1 0.09
H -5.4279 3.2142 6.0346 0.3 -0.2 -0.3 0.08
H -1.8488 -0.8252 3.0665 -1.8 -0.5 0.1 0.07
H -1.2303 0.3355 4.0174 0.2 1.0 -0.3 0.09
H -1.9989 0.7654 2.3707 0.7 0.1 0.1 0.07
C 1.6177 -2.8289 5.3332 0.3 -0.4 -0.6 -0.08
O 0.2414 -2.6279 4.8900 -0.8 -1.1 0.2 -0.25
P -0.8742 -3.7862 5.1919 0.2 0.0 1.7 0.57
O -0.5846 -4.5311 6.4773 -0.6 1.0 -2.6 -0.28
O -0.8565 -4.7027 3.7940 0.3 2.4 2.4 -0.23
C -1.7058 -5.8163 3.7305 -1.3 -0.7 -0.1 -0.14
O -2.3574 -2.9864 5.2572 2.3 -1.1 -0.6 -0.24
C -2.6344 -1.9740 6.2386 0.2 1.3 0.1 -0.11
H 1.7535 -3.7909 5.8274 -0.3 0.3 0.5 0.08
H 1.9839 -1.9804 5.9112 -0.6 -0.1 0.3 0.09
H 2.2998 -2.8799 4.4845 -0.4 0.1 -0.5 0.08
H -2.1552 -5.8088 2.7375 0.0 -0.1 0.0 0.08
H -2.5248 -5.7675 4.4481 0.0 0.2 0.1 0.09
H -1.2225 -6.7774 3.9061 0.5 0.2 -0.1 0.09
H -2.7907 -2.2664 7.2770 0.1 -0.9 -0.3 0.09
H -3.4994 -1.3887 5.9268 -0.3 -0.6 -0.3 0.08
H -1.8777 -1.1908 6.2853 0.6 -0.3 -0.2 0.08



Record 2
44
Properties=species:S:1:pos:R:3:forces:R:3:lowdin_charge:R:1 method="wB97M-V/def2-TZVPD" de_lowest_kj_mol=444.8 e_tot_ha=-3524.03552 homo_ev=-6.56
Ag -9.6274 -5.6440 22.8549 0.0 -0.5 -0.2 0.79
Br -10.6136 -9.2448 19.3678 0.1 0.4 0.4 -0.80
C -15.7371 -4.7823 24.6382 0.2 -2.0 -0.2 -0.06
C -15.9655 -5.7106 23.4155 -1.9 -0.8 1.9 -0.48
C -17.4836 -5.6750 22.9920 0.2 -0.8 0.1 -0.18
O -17.8646 -6.4483 21.8346 1.1 0.7 0.5 -0.19
C -17.4712 -7.8035 21.9090 -0.2 0.0 -0.7 -0.12
N -15.1112 -5.2461 22.4052 0.3 0.6 -2.0 0.04
H -14.6604 -4.8049 24.8064 0.2 1.0 -0.6 0.07
H -15.9896 -5.2859 25.5713 -1.2 0.4 0.1 0.07
H -16.2288 -3.8391 24.4000 0.4 0.2 0.7 0.08
H -15.7307 -6.7458 23.6633 0.2 0.0 0.3 0.13
H -17.7751 -4.6448 22.7879 0.0 0.1 -0.2 0.12
H -18.1157 -6.0320 23.8050 0.1 0.0 0.5 0.12
H -17.7344 -8.2248 20.9387 -0.3 -0.2 0.2 0.09
H -17.9807 -8.3273 22.7177 -0.1 -0.1 0.1 0.09
H -16.3968 -7.9736 21.9780 0.2 0.3 0.3 0.08
H -15.7439 -4.5852 21.9775 0.6 1.1 -0.6 0.08
H -15.0701 -5.9181 21.6523 0.3 -0.5 -0.1 0.08
C -7.9216 -7.1940 28.5757 1.0 -0.8 1.0 -0.09
C -7.8891 -6.9614 27.0802 -1.0 2.3 0.5 -0.47
C -6.4404 -7.0229 26.5354 -1.4 -0.2 -0.5 -0.19
O -6.3905 -6.8583 25.0853 1.8 -0.4 1.2 -0.20
C -5.0052 -7.1237 24.6279 -1.2 -0.2 0.2 -0.07
N -8.7844 -7.8134 26.2864 1.3 -0.7 0.5 0.05
H -8.8995 -7.1542 29.0554 -0.2 0.1 -0.5 0.08
H -7.3068 -6.4434 29.0724 0.0 0.2 0.0 0.08
H -7.4806 -8.1354 28.9036 0.0 -0.4 -0.2 0.08
H -8.3055 -5.9550 27.1244 0.2 0.5 -1.1 0.12
H -6.1530 -8.0101 26.8972 0.6 -0.6 -0.7 0.12
H -5.7812 -6.3393 27.0704 -0.1 0.4 -0.2 0.12
H -4.8988 -6.9204 23.5623 -0.4 0.5 0.1 0.08
H -4.7789 -8.1868 24.7104 -0.1 -0.1 0.4 0.08
H -4.2806 -6.5543 25.2100 -0.1 0.1 0.0 0.08
H -8.2113 -8.6259 26.4640 0.0 -1.4 -1.3 0.07
H -9.5762 -8.1300 26.8276 -0.6 0.7 0.3 0.07
C -10.8833 0.5054 22.6048 -0.7 1.9 0.7 -0.84
O -10.2157 -0.4439 22.5844 3.1 -5.4 -0.5 0.08
N -11.5348 0.9132 23.6725 -2.0 1.4 2.7 0.16
N -11.0000 1.3680 21.6170 -0.3 1.7 -2.5 0.16
H -11.3852 0.4974 24.5807 0.1 0.2 -0.4 0.12
H -11.8838 1.8570 23.5858 -0.2 -0.4 1.0 0.10
H -10.7959 1.0100 20.6949 -0.1 0.6 0.1 0.12
H -11.5540 2.1881 21.8186 0.1 -0.2 -1.1 0.10